Below is a structure of composition C12H32BrNO5PSi2 at a distorted geometry, with properties calculated with the ωB97M-V functional and the def2-TZVPD basis.

The charge is -1. For the LUMO energy, the calculation gives 2.367 eV. The calculation puts the energy above the lowest of the compared OMol25 structures with the same formula, charge and spin at 26.9 kcal/mol. The value obtained for the HOMO energy is -3.7 eV. The spin multiplicity is 1. As for the total energy: -119782.0121 eV. Its frontier orbital gap is 6.03 eV.

Element x y z (Å)
C (4.759, 0.822, -0.079)
C (4.796, 0.970, 1.450)
C (3.991, -0.190, 2.102)
C (2.481, 0.156, 2.217)
Si (1.380, -0.713, 0.942)
C (-0.091, -1.373, 1.877)
O (2.294, -1.917, 0.192)
C (1.519, -2.917, -0.444)
C (0.948, -2.507, -1.800)
C (1.917, -2.797, -2.987)
O (-0.273, -3.248, -2.025)
O (1.002, 0.423, -0.280)
Si (-0.256, 1.454, 0.039)
C (-1.984, 0.655, -0.017)
O (-3.018, 1.605, -0.311)
C (-4.225, 0.898, -0.561)
C (-5.445, 1.554, 0.126)
C (-6.460, 0.461, 0.537)
P (-0.089, 3.034, -1.583)
N (-1.466, 2.963, -2.640)
O (-0.208, 4.555, -0.870)
H (5.203, -0.150, -0.320)
H (5.304, 1.629, -0.575)
H (3.731, 0.781, -0.450)
H (4.304, 1.898, 1.764)
H (5.809, 1.011, 1.862)
H (4.376, -0.257, 3.129)
H (4.198, -1.156, 1.638)
H (2.289, 1.235, 2.232)
H (2.148, -0.199, 3.201)
H (-0.942, -1.612, 1.226)
H (0.231, -2.353, 2.382)
H (-0.410, -0.662, 2.636)
H (0.700, -3.326, 0.162)
H (2.196, -3.763, -0.630)
H (0.681, -1.449, -1.884)
H (2.932, -2.690, -2.596)
H (1.697, -3.800, -3.352)
H (1.750, -2.038, -3.755)
H (-0.766, -2.762, -2.695)
H (-0.115, 2.181, 1.322)
H (-2.195, 0.280, 0.993)
H (-1.967, -0.173, -0.742)
H (-4.418, 0.787, -1.640)
H (-4.142, -0.119, -0.162)
H (-5.870, 2.281, -0.568)
H (-5.072, 2.046, 1.027)
H (-7.121, 0.254, -0.310)
H (-7.036, 0.806, 1.398)
H (-5.975, -0.480, 0.805)
H (-1.631, 3.845, -3.108)
H (-1.357, 2.208, -3.304)
H (0.149, 4.526, 0.029)
Br (-0.253, -2.668, 4.400)

Here are the Mulliken charges for atoms 1 to 2, given in e: C -0.887; C -0.582